Entry 1:
Computed, not measured: C3H5N3O in the gas phase, with wB97M-V/def2-TZVPD.

Output
Relative energy (zero: lowest compared OMol25 entry of this formula, charge and spin) in kJ/mol: 562.45
Charge: 0
Highest occupied orbital energy in hartree: -0.26587

Each line ends with the Löwdin charge.
Positions of all 12 atoms, in Å:
1 N -1.76 -1.69 0.34  0.062
2 C -0.73 -0.72 0.06  -0.430
3 C -0.13 0.22 0.80  -0.115
4 N 0.89 1.04 0.25  -0.038
5 C 1.34 0.86 -0.99  -0.170
6 O 2.27 1.83 -1.21  -0.035
7 N -1.01 -1.47 -0.97  0.128
8 H -2.74 -1.40 0.34  0.145
9 H -1.55 -2.54 0.84  0.145
10 H -0.40 0.38 1.84  0.095
11 H 1.24 1.81 0.82  0.136
12 H 2.58 1.68 -2.11  0.076

***

Entry 2:
Computed, not measured: a 2-piece molecular cluster, C10H20FN overall at a distorted geometry, with wB97M-V/def2-TZVPD.

Output
Relative energy (zero: lowest compared OMol25 entry of this formula, charge and spin) in kJ/mol: 349.74
Charge: 0
Highest occupied orbital energy (spin up / spin down) in hartree: -0.31911 / -0.33665

Each line ends with the Löwdin charge.
Positions of all 32 atoms, in Å:
1 C 2.70 -0.23 0.11  -0.382
2 C 1.65 0.34 0.71  -0.011
3 C 4.14 -0.25 0.51  -0.069
4 C 2.45 -0.98 -1.18  -0.095
5 C -0.17 2.09 -1.35  -0.021
6 C -1.36 2.09 0.84  -0.065
7 C -0.80 -1.89 0.80  -0.093
8 C -3.02 -1.28 0.36  -0.084
9 C -1.35 1.39 -0.53  -0.414
10 C -1.67 -0.63 0.71  -0.503
11 N -1.15 0.00 -0.41  0.102
12 F 1.70 0.94 1.93  0.011
13 H 4.53 0.58 -0.13  0.095
14 H 4.36 0.02 1.66  0.122
15 H 4.43 -1.33 0.36  0.090
16 H 1.36 -1.27 -1.37  0.087
17 H 3.05 -1.93 -1.34  0.094
18 H 2.59 -0.45 -2.10  0.056
19 H 0.01 3.07 -1.12  0.041
20 H 0.69 1.55 -1.00  0.032
21 H -0.44 1.93 -2.34  0.051
22 H -1.47 3.09 0.82  0.026
23 H -0.39 1.91 1.49  0.124
24 H -2.29 1.88 1.33  0.066
25 H -1.37 -2.73 1.44  0.125
26 H -0.66 -2.36 -0.12  0.042
27 H 0.25 -1.79 1.11  0.060
28 H -3.90 -0.56 0.11  0.101
29 H -3.45 -1.73 1.28  0.079
30 H -2.91 -1.93 -0.54  0.088
31 H -2.18 1.47 -1.24  0.148
32 H -1.82 -0.12 1.60  0.097

***

Entry 3:
Computed, not measured: C4H9FN2 as an isolated structure at a distorted geometry, with wB97M-V/def2-TZVPD.

Output
Relative energy (zero: lowest compared OMol25 entry of this formula, charge and spin) in kJ/mol: 603.54
Charge: 0
Highest occupied orbital energy in hartree: -0.34146

Each line ends with the Löwdin charge.
Positions of all 16 atoms, in Å:
1 C -0.14 -1.43 0.66  -0.107
2 C 0.58 -0.41 -0.30  -0.399
3 C 1.21 0.74 0.49  -0.036
4 C -0.28 0.04 -1.53  -0.198
5 H 0.23 -2.52 0.21  0.104
6 H 0.38 -1.43 1.68  0.068
7 H -1.47 -1.22 0.59  0.166
8 H 1.38 -0.98 -0.63  0.076
9 H 1.38 1.73 -0.20  0.139
10 H 2.49 0.70 0.81  0.177
11 H 0.34 -0.20 -2.36  0.100
12 H -0.95 1.31 0.49  0.153
13 H -2.38 1.44 -0.16  0.043
14 N -1.29 0.67 -1.45  -0.031
15 N -1.73 0.73 -0.16  -0.024
16 F 0.26 0.82 1.87  -0.231